[1]
Below is C25H28BrN4O2PtS as an isolated structure, with properties calculated with wB97M-V/def2-TZVPD.

Geometry (Å):
1 Pt -0.011 0.199 0.385
2 Br 4.286 4.147 -4.278
3 S 1.686 -1.330 2.647
4 O 0.510 -1.665 1.732
5 O 2.000 0.339 -0.216
6 N -0.454 2.156 -0.361
7 N -2.013 0.510 1.142
8 N -1.387 -0.140 -2.382
9 N -0.714 -0.811 -1.425
10 C -2.247 3.860 -0.305
11 C 2.766 -3.779 1.848
12 C -1.124 -2.156 -3.156
13 C 2.271 3.218 -2.512
14 C -3.548 4.229 0.092
15 C 2.391 1.208 -1.093
16 C 3.689 1.014 -1.642
17 C -4.591 1.166 1.917
18 C 1.305 -2.208 4.169
19 C -2.371 -0.404 -4.647
20 C -4.332 3.369 0.803
21 C 3.514 2.983 -3.006
22 C -1.651 -0.918 -3.449
23 C 0.357 2.777 -1.157
24 C 4.236 1.861 -2.561
25 C -1.734 2.626 0.005
26 C 0.182 -3.075 -1.087
27 C -0.543 -2.045 -1.881
28 C 1.662 2.355 -1.556
29 C -4.052 -0.040 2.251
30 C 2.462 -2.199 5.157
31 C -3.833 2.096 1.165
32 C -2.533 1.724 0.778
33 C 3.060 -2.298 2.010
34 C -2.737 -0.329 1.842
35 H 2.840 -1.189 5.322
36 H 3.258 -1.812 1.052
37 H 1.128 -2.675 -0.722
38 H -2.493 -1.204 -5.373
39 H 0.378 -3.951 -1.701
40 H -5.332 3.649 1.107
41 H 2.125 -2.587 6.117
42 H -5.596 1.429 2.221
43 H -3.919 5.209 -0.174
44 H 3.912 -2.093 2.661
45 H 1.812 -3.928 1.342
46 H -1.146 -3.030 -3.784
47 H 4.239 0.150 -1.294
48 H -2.259 -1.268 2.097
49 H 0.032 3.718 -1.602
50 H 0.437 -1.679 4.563
51 H 1.719 4.087 -2.850
52 H -1.590 0.837 -2.252
53 H 2.740 -4.297 2.806
54 H -1.654 4.578 -0.855
55 H 3.545 -4.242 1.245
56 H -1.815 0.404 -5.124
57 H -3.362 -0.031 -4.385
58 H -0.400 -3.380 -0.217
59 H -4.605 -0.770 2.824
60 H 0.989 -3.212 3.884
61 H 5.227 1.673 -2.952
62 H 3.286 -2.825 4.818

Summary:
Energy, a.u.: -4430.246893
Total charge: +1
HOMO-LUMO gap (spin up / spin down), eV: 6.2 / 6.7
2S+1: 3
Strongest force on any atom, hartree/bohr: 0.0025
<S²>: 2.01
Lowest unoccupied orbital energy (spin up / spin down), eV: -3.3541 / -3.4091
E_HOMO (spin up / spin down), hartree: -0.3502 / -0.3717

---

[2]
Below is one molecule with the formula C3H2O3, with properties calculated with wB97M-V/def2-TZVPD.

Geometry (Å):
1 O 1.248 1.861 -1.394
2 O 0.207 -0.560 0.239
3 O -0.498 -2.574 0.984
4 C -0.306 0.543 -0.248
5 C -0.745 -1.613 0.345
6 C 0.755 1.578 -0.322
7 H 0.992 2.123 0.617
8 H -1.653 -1.357 -0.221

Summary:
Energy, a.u.: -341.111221
HOMO-LUMO gap, eV: 9.0
Strongest force on any atom, hartree/bohr: 0.0155
Lowest unoccupied orbital energy, eV: -0.7363
E_HOMO, hartree: -0.3595

---

[3]
Below is a 2-piece molecular cluster, C3H6O2 overall, with properties calculated with wB97M-V/def2-TZVPD.

Geometry (Å):
1 O 1.966 0.797 0.696
2 O -2.261 1.568 -0.548
3 C 1.200 -1.371 -0.005
4 C 1.232 0.133 0.006
5 C -1.895 0.890 0.513
6 H 0.390 -1.704 0.653
7 H -2.509 1.367 1.314
8 H 0.986 -1.758 -1.005
9 H 0.506 0.620 -0.680
10 H 2.146 -1.770 0.366
11 H -1.762 1.229 -1.310

Summary:
Energy, a.u.: -268.257201
HOMO-LUMO gap, eV: 9.6
Strongest force on any atom, hartree/bohr: 0.0087
Lowest unoccupied orbital energy, eV: 0.4381
E_HOMO, hartree: -0.3365